Record 1
Entry from the OMol25 dataset: a cluster of 3 separate species, C3H13NO3 in total in a non-equilibrium geometry (wB97M-V/def2-TZVPD).

The total energy is -10952.663 eV. Its HOMO energy is -8.70 eV. As for the SMILES: CNCCO.O.O. As for the HOMO-LUMO gap: 9.175 eV.

Each line ends with the natural charge from an NBO analysis.
Element x y z (Å)
C1 -1.255 0.703 -1.890  -0.42
N1 -0.941 -0.587 -1.240  -0.63
C2 -1.273 -0.812 0.128  -0.26
C3 -0.481 -1.916 0.818  -0.07
O1 0.394 -1.224 1.750  -0.76
H1 -0.814 1.642 -1.520  0.17
H2 -2.319 0.905 -1.679  0.19
H3 -1.150 0.523 -2.941  0.21
H4 -0.062 -0.763 -1.508  0.35
H5 -0.957 0.130 0.710  0.21
H6 -2.376 -1.017 0.269  0.20
H7 -1.079 -2.511 1.555  0.18
H8 0.063 -2.647 0.155  0.18
H9 1.054 -1.807 2.123  0.48
H10 0.595 0.508 1.182  0.48
H11 0.929 1.636 2.144  0.47
O2 0.584 1.465 1.234  -0.97
H12 2.668 1.152 -0.600  0.46
H13 1.386 1.883 -1.016  0.48
O3 2.359 1.837 -1.050  -0.94



Record 2
Entry from the OMol25 dataset: a cluster of 3 separate species, C3H13NO3 in total in a non-equilibrium geometry (wB97M-V/def2-TZVPD).

The total energy is -10953.918 eV. Its HOMO energy is -9.10 eV. As for the SMILES: C[C@H](O)CN.O.O. As for the HOMO-LUMO gap: 9.566 eV.

Each line ends with the natural charge from an NBO analysis.
Element x y z (Å)
C1 -1.233 0.099 0.335  -0.23
C2 -0.154 0.797 -0.457  0.09
C3 -0.010 2.232 0.016  -0.63
O1 -0.533 0.758 -1.837  -0.72
N1 -1.295 -1.325 0.020  -0.84
H1 -0.930 0.265 1.361  0.17
H2 -2.186 0.560 0.057  0.20
H3 0.807 0.286 -0.318  0.15
H4 0.370 2.270 1.039  0.21
H5 0.713 2.749 -0.607  0.21
H6 -0.948 2.769 -0.050  0.21
H7 0.264 0.865 -2.366  0.47
H8 -0.397 -1.734 -0.181  0.35
H9 -1.748 -1.861 0.744  0.36
H10 2.858 -2.009 -6.137  0.47
H11 3.288 -0.942 -5.113  0.47
O2 3.102 -1.878 -5.216  -0.94
H12 -0.165 -1.296 5.631  0.47
H13 -1.386 -1.330 6.521  0.47
O3 -0.418 -1.275 6.561  -0.93



Question: Among the records above, which one has the highest HOMO-LUMO gap?
Answer: number 2